1.
Here is a molecular structure, C7H19IO2V in a non-equilibrium geometry from OMol25. Energies are from the ωB97M-V functional and the def2-TZVPD basis.

The geometry in XYZ format:
```
30
Properties=species:S:1:pos:R:3:forces:R:3:mulliken_spin:R:1
C 2.54543 -0.84507 0.17703 0.73 -1.84 0.56 0.028
C 2.45142 0.35303 1.20570 1.32 0.93 0.20 0.013
H 2.43569 -1.74052 0.78058 0.56 -0.36 -0.03 0.003
H 3.57254 -0.55341 0.07811 0.82 -1.22 -0.84 0.004
H 2.24634 -1.14715 -0.85712 -0.85 1.32 0.88 -0.009
H 1.79731 0.89887 1.94874 -1.21 -1.26 -1.13 -0.009
H 3.14748 -0.17281 1.88190 0.01 1.24 0.29 0.004
H 2.88273 1.17472 0.61874 0.32 -0.03 0.80 0.003
V 0.30953 -0.19249 0.47281 1.76 0.41 0.13 2.980
C 1.07979 1.00610 -1.09150 -0.62 0.81 -0.47 -0.070
H 0.98102 2.03915 -0.74492 0.19 0.43 -0.27 0.010
H 0.41030 0.90122 -1.94965 -0.05 0.16 -0.33 0.009
H 2.10287 0.85456 -1.46123 -0.20 0.24 0.02 0.004
I -0.03127 -2.04231 2.32931 -0.37 -0.74 0.94 0.021
C -1.21474 2.40733 0.99315 -0.21 -0.17 -0.28 0.030
O -1.27718 0.98386 0.77852 -1.77 0.47 -0.14 -0.030
C -2.52991 0.39155 0.25563 1.15 0.31 1.08 0.016
C -2.20581 -0.43878 -0.97523 0.68 -0.10 -1.06 0.015
O -0.89988 -1.08108 -0.84408 -1.36 -0.69 -0.80 -0.028
C -0.79876 -2.49155 -1.16403 -0.72 -0.11 -0.10 0.021
H -0.23129 2.60204 1.41396 -0.06 -0.04 0.09 -0.012
H -1.99374 2.76031 1.68320 0.14 -0.34 -0.11 0.005
H -1.28365 2.96063 0.05171 -0.06 -0.19 -0.02 0.001
H -3.20703 1.22271 0.09589 -0.28 -0.11 -0.47 0.004
H -2.91605 -0.23705 1.05404 0.03 -0.05 0.13 -0.006
H -2.93608 -1.22859 -1.16731 -0.17 0.23 0.23 0.002
H -2.15220 0.21012 -1.86794 0.06 -0.27 0.30 -0.005
H -1.10305 -2.70970 -2.21113 0.16 0.45 0.55 0.005
H -1.41720 -3.07952 -0.47107 0.12 0.21 -0.15 0.000
H 0.23539 -2.80619 -1.01382 -0.11 0.32 -0.02 -0.007
```
Forces are in eV/Å.

The multiplicity is 4. The value obtained for the energy above the lowest of the compared OMol25 structures with the same formula, charge and spin is 34.5 kcal per mole. Its frontier orbital gap (spin up / spin down) is 6.91 / 7.97 eV. Its HOMO energy (spin up / spin down) is -6.344 / -7.408 eV. Its total energy is -45446.413 eV.

***

2.
Here is 2 unconnected molecules or ions with the total composition C7H19N2O2P2 in a non-equilibrium geometry from OMol25. Energies are from the ωB97M-V functional and the def2-TZVPD basis.

The geometry in XYZ format:
```
32
Properties=species:S:1:pos:R:3:forces:R:3:lowdin_charge:R:1
C -0.69792 -0.67861 1.82220 0.20 -1.00 0.03 -0.371
P -1.84828 -2.02400 2.47689 -1.54 0.27 0.05 0.624
C -2.84914 -2.57535 0.98176 0.70 -0.45 0.04 -0.339
P -0.41601 -3.55015 3.07262 1.52 0.74 0.32 0.708
O -1.31299 -4.95083 3.47389 -0.42 -0.23 -0.41 -0.345
C -0.59219 -6.02643 3.34093 -0.18 1.45 -0.22 -0.480
N 0.22670 -6.79130 3.10278 0.34 -1.10 0.05 0.164
H -1.05163 -0.44793 0.80800 0.23 0.04 0.26 0.008
H 0.32382 -1.08577 1.77414 -0.16 0.42 -0.16 0.017
H -0.72003 0.19566 2.48055 -0.05 -0.24 -0.15 0.021
H -2.57016 -3.61395 0.75475 -0.09 0.27 -0.09 0.026
H -3.92216 -2.57990 1.20323 0.31 0.27 0.00 0.026
H -2.61769 -1.96226 0.10024 -0.20 -0.15 0.21 0.018
H 0.26342 -3.94146 1.87073 -0.65 -0.29 0.03 -0.060
C 1.42710 3.71938 -2.01547 -0.22 0.23 -0.05 -0.024
C 0.86317 3.02284 -0.78518 0.66 0.30 -0.33 -0.299
C 1.43975 1.63058 -0.53202 -0.63 -0.44 0.28 -0.175
O 0.89164 0.70157 -1.45168 0.34 0.21 0.05 -0.201
C 1.68584 0.45022 -2.61971 -0.20 -0.14 -0.25 -0.055
N -0.61594 2.83465 -0.98505 -0.37 -0.32 0.16 0.226
H 1.07902 3.26393 -2.94380 0.07 -0.10 0.03 0.085
H 1.12572 4.76879 -2.03568 0.04 -0.02 0.00 0.095
H 2.51508 3.68901 -2.00595 -0.03 -0.02 0.05 0.105
H 0.99571 3.65888 0.09050 -0.04 -0.09 0.05 0.160
H 1.12202 1.29451 0.46035 0.04 -0.03 -0.01 0.121
H 2.53008 1.62887 -0.53793 0.00 0.19 -0.12 0.141
H 2.74749 0.61882 -2.43754 -0.03 0.04 0.09 0.100
H 1.34733 1.07760 -3.44604 0.13 0.02 -0.03 0.083
H 1.53978 -0.58961 -2.90417 -0.02 0.01 0.09 0.100
H -1.08352 3.65502 -1.37279 0.10 0.04 0.04 0.178
H -1.08558 2.57072 -0.11502 0.01 0.10 0.00 0.177
H -0.74044 2.03649 -1.62555 0.16 0.01 -0.01 0.167
```
Forces are in eV/Å.

As for the charge: +1. Its frontier orbital gap is 7.50 eV. Its HOMO energy is -11.141 eV. Its total energy is -33211.086 eV.

***

3.
Here is a molecular structure, C7H19NO in a non-equilibrium geometry from OMol25. Energies are from the ωB97M-V functional and the def2-TZVPD basis.

The geometry in XYZ format:
```
28
Properties=species:S:1:pos:R:3:forces:R:3:lowdin_charge:R:1
C -1.08344 1.13305 -0.45636 0.04 -2.69 1.47 -0.430
C -1.07600 -0.73573 -0.04063 -1.33 1.51 -0.75 -0.346
C -1.14043 1.91969 0.84824 -0.15 -0.09 -0.25 -0.055
C -1.16362 -1.42726 -1.40009 0.11 0.25 0.10 -0.107
C -2.34960 -0.98144 0.76566 0.10 -0.04 0.02 -0.125
O -0.09718 1.50079 -1.26163 2.42 -0.28 -0.03 -0.174
H 1.01334 1.13530 -0.70721 -1.56 0.56 -0.53 0.139
H -2.05397 1.09894 -0.96714 -0.01 0.07 0.05 0.120
H -0.30007 -1.25736 0.54044 0.26 0.44 0.05 0.101
H -1.40509 2.95229 0.61411 0.07 0.05 0.04 0.080
H -0.16203 1.92505 1.33340 -0.04 0.01 0.00 0.055
H -1.88146 1.52536 1.53588 -0.09 -0.02 0.13 0.058
H -1.25014 -2.51305 -1.30101 0.04 0.00 0.00 0.074
H -2.23582 -0.66058 1.80211 -0.05 0.05 0.00 0.065
H -3.20281 -0.45100 0.33487 0.00 0.00 -0.01 0.079
H -0.29928 -1.19436 -2.02241 0.06 -0.05 -0.02 0.055
H -2.03629 -1.07571 -1.95351 -0.07 0.03 0.04 0.080
H -2.59812 -2.04823 0.79067 -0.03 0.04 -0.04 0.073
C 2.44135 0.50762 1.22671 0.07 0.07 0.01 -0.075
C 2.48283 -0.62197 -0.94870 -0.07 0.04 0.04 -0.075
N 1.74970 0.25852 -0.03582 -1.76 -0.60 0.18 -0.185
H 0.79603 -0.19535 0.19731 1.93 0.62 -0.37 0.087
H 3.40348 0.98751 1.04284 -0.07 0.03 -0.02 0.088
H 3.47658 -0.21350 -1.13834 -0.04 0.00 0.05 0.088
H 1.83180 1.15380 1.85564 0.06 0.04 -0.03 0.073
H 2.61988 -0.42775 1.76741 0.02 0.03 -0.04 0.088
H 2.58012 -1.62932 -0.53225 0.06 0.03 -0.07 0.090
H 1.94023 -0.66528 -1.89018 0.02 -0.07 -0.02 0.080
```
Forces are in eV/Å.

The value obtained for the energy above the lowest of the compared OMol25 structures with the same formula, charge and spin is 59.8 kcal per mole. Its frontier orbital gap is 8.73 eV. Its HOMO energy is -7.994 eV. Its total energy is -11102.515 eV.

***

4.
Here is 3 unconnected molecules or ions with the total composition C7H19NO in a non-equilibrium geometry from OMol25. Energies are from the ωB97M-V functional and the def2-TZVPD basis.

The geometry in XYZ format:
```
28
Properties=species:S:1:pos:R:3:forces:R:3:lowdin_charge:R:1
C 2.02171 0.38571 -1.07665 -0.05 0.05 -0.40 -0.540
C 2.74184 -0.65743 -0.21692 -0.12 0.08 -0.17 -0.066
C 2.15474 1.79007 -0.47424 -0.07 -0.20 -0.21 -0.066
O 0.66621 0.07002 -1.22308 -0.78 -0.48 -0.94 -0.304
H -0.26887 -0.09835 0.02500 -1.79 -0.17 1.80 0.088
H 2.50327 0.39548 -2.06922 0.06 0.02 0.10 0.126
H 1.69562 1.82046 0.51499 0.03 -0.02 0.06 0.063
H 2.30934 -0.68811 0.78502 -0.03 0.02 0.04 0.070
H 2.64000 -1.64648 -0.66491 -0.02 -0.02 -0.01 0.070
H 3.80627 -0.43109 -0.13025 0.01 0.03 0.03 0.072
H 3.19970 2.09295 -0.39214 0.03 0.01 0.04 0.071
H 1.62940 2.50700 -1.10675 0.03 0.01 0.00 0.072
C -0.96073 0.09468 1.03451 1.49 0.33 -0.74 -0.377
C -1.72514 -1.45324 -0.95829 0.03 -0.18 -1.96 -0.008
C -1.27251 -1.01136 2.03570 0.03 -0.04 -0.25 -0.134
C -2.10798 1.07464 0.82420 0.18 -0.09 -0.05 -0.128
N -1.47791 -0.81207 -2.05475 0.53 0.40 1.42 0.079
H -0.12353 0.66443 1.45827 -0.11 0.19 0.34 0.091
H -2.17672 -0.14880 -2.37000 -0.21 -0.19 0.00 0.108
H -0.29875 -0.39657 -2.01797 0.87 0.01 0.58 0.119
H -0.95431 -2.13506 -0.62771 0.09 0.19 0.37 0.107
H -2.71844 -1.52122 -0.52778 0.05 0.17 0.08 0.098
H -1.48591 -0.60556 3.02830 0.01 0.04 -0.02 0.071
H -3.02208 0.56509 0.51013 -0.12 0.03 -0.05 0.055
H -0.43072 -1.69861 2.13878 -0.02 -0.05 0.01 0.069
H -2.15399 -1.59192 1.75292 -0.04 -0.12 -0.03 0.054
H -1.84502 1.81174 0.06399 -0.04 0.02 -0.06 0.071
H -2.34550 1.62359 1.73886 -0.05 -0.04 0.02 0.070
```
Forces are in eV/Å.

The value obtained for the energy above the lowest of the compared OMol25 structures with the same formula, charge and spin is 78.2 kcal per mole. Its frontier orbital gap is 8.20 eV. Its HOMO energy is -8.083 eV. Its total energy is -11101.716 eV.

***

Which formula does entry 1 have? C7H19IO2V